Record 1
{"formula": "C18H44B2N2O12", "method": "ωB97M-V/def2-TZVPD", "fmax_ev_per_a": 4.7, "homo_lumo_gap_ev": 10.25, "total_energy_ev": -48274.9350, "charge": 0, "symbols": ["C", "C", "O", "N", "H", "H", "C", "H", "H", "H", "H", "H", "H", "C", "C", "O", "N", "H", "H", "C", "H", "H", "H", "H", "H", "H", "B", "H", "H", "H", "H", "B", "H", "H", "H", "H", "C", "C", "O", "C", "O", "O", "H", "H", "H", "H", "C", "C", "O", "C", "O", "O", "H", "H", "H", "H", "C", "C", "O", "C", "O", "O", "H", "H", "H", "H", "C", "C", "C", "O", "H", "H", "H", "H", "H", "H", "H", "H"], "positions_angstrom": [[-0.043949, 2.300423, -2.788863], [-0.477183, 1.113232, -3.651587], [-0.761600, 1.241427, -4.786997], [-0.563690, -0.238297, -2.947197], [0.245003, -0.803667, -3.162728], [-0.411908, -0.093854, -1.959175], [-1.859245, -0.919799, -3.336084], [0.864614, 2.033908, -2.248888], [-0.750185, 2.474257, -1.976995], [0.207093, 3.190591, -3.365643], [-1.708782, -1.955196, -3.030447], [-1.974881, -0.914765, -4.419927], [-2.621287, -0.324882, -2.832641], [2.801385, -3.967202, -0.693672], [2.758852, -2.856995, 0.321402], [2.630913, -2.995577, 1.563293], [2.605192, -1.491663, -0.244279], [2.381162, -1.507865, -1.228990], [1.761555, -1.171406, 0.209382], [3.795479, -0.577601, 0.030819], [3.591809, -3.819218, -1.429489], [1.835610, -4.046112, -1.192831], [2.914894, -4.940953, -0.217202], [3.492159, 0.381756, -0.388406], [4.749761, -0.833270, -0.429693], [3.934888, -0.349286, 1.087478], [1.840820, -1.933937, -3.044015], [2.135264, -0.898016, -3.110559], [1.274279, -2.135875, -3.939835], [2.683997, -2.605773, -3.000017], [1.205304, -2.068795, -2.182524], [0.026857, -0.015366, -0.169898], [-0.419068, 0.822363, 0.343524], [-0.752283, -0.558645, -0.681775], [0.818985, 0.177602, -0.876689], [0.368737, -0.743845, 0.548899], [-0.000878, 4.341961, 1.272046], [0.723783, 3.173328, 0.742083], [1.556877, 3.745798, -0.159385], [1.741468, 5.047228, 0.025848], [2.499163, 5.686760, -0.665814], [0.934191, 5.418777, 1.025126], [-0.099956, 4.150690, 2.340547], [-0.968477, 4.514447, 0.800775], [0.001863, 2.582412, 0.178394], [1.182472, 2.567044, 1.523190], [-3.471732, 1.510789, -0.286472], [-4.749904, 1.184522, 0.523450], [-5.065912, 2.446545, 1.089831], [-4.076906, 3.301369, 0.975015], [-4.028203, 4.364109, 1.570496], [-3.233056, 2.867333, 0.103653], [-3.651365, 1.640728, -1.353684], [-2.624560, 0.858615, -0.074220], [-4.623478, 0.540080, 1.393395], [-5.556571, 0.771871, -0.082438], [1.984547, -0.350092, 3.948548], [0.618326, 0.336777, 3.739302], [0.963804, 1.696261, 3.836752], [2.330711, 1.889336, 3.767702], [2.909492, 2.964456, 3.887430], [2.920241, 0.659249, 3.575773], [2.055183, -1.203783, 3.274513], [2.014786, -0.626341, 5.002523], [0.007047, -0.004510, 4.574746], [0.279810, 0.052636, 2.742914], [-1.149712, -3.781433, 1.651102], [-1.956055, -3.219790, 0.419784], [-2.501633, -1.887019, 0.746605], [-1.143355, -3.273347, -0.757621], [-0.383281, -3.105016, 2.029442], [-0.664555, -4.692897, 1.301861], [-1.752807, -4.017290, 2.527882], [-2.862972, -3.811535, 0.295486], [-2.810878, -1.335685, -0.141367], [-1.865444, -1.371148, 1.465805], [-3.468465, -2.114119, 1.195769], [-0.594165, -2.486819, -0.794535]], "forces_ev_per_a": [[0.7, -1.1, 0.4], [0.8, 1.4, 1.1], [-0.4, -0.8, -0.8], [-1.4, 1.8, -3.0], [1.0, -0.8, -0.9], [-0.5, 0.0, 1.2], [1.4, 0.1, 0.4], [0.1, -0.2, 0.0], [-0.3, 0.2, -0.2], [-0.6, -0.2, -0.1], [-0.7, 0.1, 0.4], [0.1, 0.3, 0.2], [-0.3, -0.6, -0.1], [0.3, -0.4, 0.7], [-1.2, -1.6, 3.4], [0.8, 0.9, -4.5], [3.1, -0.8, 1.7], [-0.1, -0.2, -1.4], [-0.8, 1.1, 0.5], [-0.9, 1.2, 0.0], [-0.2, 0.1, -0.1], [0.0, 0.5, -0.2], [0.3, 0.3, 0.4], [0.0, 0.0, -0.2], [-0.5, -0.7, -0.1], [-0.2, -0.7, 0.1], [0.2, -0.2, -0.4], [1.4, 4.2, 0.0], [-2.3, -0.9, -3.4], [3.1, -2.3, 0.1], [-2.7, -0.7, 3.3], [-0.1, 0.3, 0.4], [-1.4, 2.8, 1.7], [-3.0, -2.0, -1.5], [3.0, 1.3, -2.3], [1.3, -2.7, 3.1], [-0.1, 0.5, 1.7], [-2.2, -1.2, -0.1], [2.6, -1.1, -2.5], [0.8, 0.7, -0.9], [-1.1, -0.3, 1.4], [-0.5, 0.9, 0.3], [-0.3, 0.8, 0.1], [0.2, 0.3, 0.0], [0.4, -0.3, 0.3], [0.4, 0.1, -0.3], [-0.8, 0.4, -0.1], [0.4, -0.2, 0.1], [-2.1, -0.7, 0.6], [-1.0, 3.1, 2.0], [0.2, -1.7, -1.1], [3.2, -0.4, -1.1], [-0.1, -0.8, -0.1], [0.0, 0.3, 0.0], [0.4, -0.4, -0.3], [-0.1, 0.4, 0.0], [-1.1, 0.0, -0.4], [1.5, -1.3, 0.0], [0.6, 1.4, 0.1], [0.7, 1.3, 0.5], [-1.9, -3.3, -0.7], [0.0, 0.8, 0.4], [0.5, 0.0, 0.3], [0.9, 0.0, 0.0], [-0.6, 0.5, -0.4], [-0.6, 0.5, 0.1], [-0.4, -0.2, -0.9], [1.1, -0.9, 1.1], [-1.2, 0.6, 0.4], [-0.6, -0.4, 0.2], [0.1, 0.3, -0.4], [0.1, -0.1, 0.2], [-0.4, -0.1, -0.2], [0.6, -0.8, -0.7], [0.6, 0.3, 0.0], [-0.2, 0.6, -0.4], [0.0, 0.3, 0.7], [0.1, 0.3, 0.2]], "lowdin_charge": [0.044, -0.367, 0.167, 0.057, 0.044, 0.016, 0.043, 0.082, 0.085, 0.105, 0.098, 0.099, 0.093, 0.014, -0.328, 0.090, 0.064, 0.038, 0.063, 0.055, 0.092, 0.094, 0.096, 0.100, 0.107, 0.091, -0.391, -0.022, -0.021, -0.035, -0.052, -0.399, -0.019, -0.039, -0.005, -0.018, -0.078, -0.194, 0.069, -0.560, 0.145, 0.095, 0.139, 0.131, 0.080, 0.123, -0.077, -0.086, 0.079, -0.632, 0.135, 0.071, 0.130, 0.088, 0.128, 0.132, -0.115, -0.124, 0.028, -0.487, 0.142, 0.040, 0.107, 0.131, 0.135, 0.104, -0.034, -0.458, -0.090, -0.049, 0.058, 0.075, 0.076, 0.133, 0.071, 0.081, 0.087, 0.032]}

Record 2
{"formula": "C18H44BClF4P2Ti", "method": "ωB97M-V/def2-TZVPD", "fmax_ev_per_a": 1.7, "de_lowest_kj_mol": 27.83, "homo_lumo_gap_ev": 5.29, "total_energy_ev": -85146.0076, "charge": 0, "symbols": ["Ti", "Cl", "P", "C", "C", "C", "C", "H", "C", "H", "H", "H", "H", "H", "H", "H", "C", "C", "H", "H", "H", "H", "H", "H", "C", "H", "C", "H", "H", "H", "H", "H", "H", "H", "H", "P", "C", "C", "C", "C", "H", "C", "H", "H", "H", "H", "H", "H", "H", "C", "C", "H", "H", "H", "H", "H", "H", "C", "H", "C", "H", "H", "H", "H", "H", "H", "F", "B", "F", "F", "F"], "positions_angstrom": [[0.107893, -0.694400, 0.186948], [0.365506, 0.281983, -1.805962], [-0.438889, -3.075892, -0.210401], [0.537158, -3.830971, -1.619583], [-0.190382, -4.323422, 1.133083], [-2.163704, -3.340867, -0.828186], [1.907581, -3.176252, -1.799480], [-0.086339, -3.567735, -2.490812], [0.712293, -5.360950, -1.580660], [1.221106, -5.690759, -0.667812], [1.346609, -5.661789, -2.426675], [-0.223238, -5.920160, -1.667373], [1.847626, -2.092190, -1.960650], [2.383339, -3.626692, -2.682452], [2.559738, -3.373276, -0.936786], [-2.130018, -2.752091, -1.762235], [-3.288954, -2.770815, 0.057496], [-2.448375, -4.800680, -1.191781], [-1.857268, -5.122185, -2.052562], [-3.504925, -4.888318, -1.475257], [-2.267048, -5.488182, -0.353744], [-2.945272, -2.298139, 0.984902], [-4.008378, -3.558380, 0.325593], [-3.821012, -1.993898, -0.506812], [1.201096, -4.207616, 1.761813], [-0.287320, -5.303265, 0.638868], [-1.276676, -4.215430, 2.195537], [2.021348, -4.217142, 1.034427], [1.343412, -5.054904, 2.447693], [1.283712, -3.287531, 2.356622], [-1.245520, -3.238890, 2.699213], [-1.090925, -4.992714, 2.951645], [-2.283201, -4.366909, 1.789662], [0.895395, -2.178911, 0.424748], [-1.383654, -1.183529, 0.282226], [0.587443, 4.247150, -0.447884], [-0.737354, 4.485229, -1.645044], [0.346202, 4.567173, 1.320672], [2.113253, 3.696707, -1.257129], [-1.839672, 3.428756, -1.465782], [-0.258550, 4.302026, -2.627887], [-1.249766, 5.938489, -1.644485], [-1.630068, 6.221020, -0.653739], [-2.067490, 6.019914, -2.372877], [-0.451462, 6.634826, -1.927687], [-1.440847, 2.419176, -1.621332], [-2.621138, 3.611351, -2.211563], [-2.299410, 3.486632, -0.471696], [1.743949, 3.235854, -2.197092], [2.869698, 2.606693, -0.478049], [2.978333, 4.926031, -1.593765], [2.533486, 5.509253, -2.406874], [3.975324, 4.602803, -1.916536], [3.077939, 5.584638, -0.720585], [2.179935, 1.895138, -0.006057], [3.536383, 3.027673, 0.284462], [3.487698, 2.034178, -1.181760], [-1.016114, 4.098208, 1.858002], [0.372194, 5.671195, 1.364018], [1.482020, 4.043980, 2.221584], [-1.864714, 4.460602, 1.265791], [-1.127582, 4.485753, 2.879290], [-1.058963, 3.004276, 1.923782], [1.363855, 2.974189, 2.433527], [1.422740, 4.573448, 3.181968], [2.480568, 4.209561, 1.801185], [0.437335, 0.513643, 1.708366], [0.031806, -0.175132, 3.158026], [-1.243167, -0.671833, 2.891591], [0.986764, -1.162246, 3.279187], [0.106675, 0.866572, 4.025133]], "forces_ev_per_a": [[0.6, -0.6, -0.2], [0.0, -0.3, 0.1], [-0.5, -0.6, -0.5], [0.0, 0.3, -0.2], [-0.1, 0.2, 0.1], [-0.1, -0.2, -0.1], [0.3, 0.0, -0.2], [0.2, -0.1, 0.1], [0.1, -0.1, 0.0], [0.0, 0.1, -0.2], [-0.1, 0.1, 0.2], [0.3, 0.1, 0.1], [0.0, -0.3, 0.1], [0.0, 0.2, 0.2], [-0.2, 0.1, -0.2], [-0.1, -0.2, 0.2], [-0.2, 0.3, 0.1], [-0.3, 0.0, -0.3], [-0.2, 0.0, 0.2], [0.2, -0.1, 0.1], [-0.1, 0.2, -0.2], [-0.1, -0.1, -0.2], [0.2, 0.2, -0.1], [0.0, -0.2, 0.2], [0.1, -0.1, 0.3], [0.0, 0.4, 0.1], [-0.1, -0.1, 0.4], [-0.2, 0.0, 0.1], [0.0, 0.2, -0.2], [0.0, -0.3, -0.2], [0.0, -0.2, -0.1], [-0.1, 0.2, -0.1], [0.3, 0.0, 0.1], [1.6, 0.7, 0.3], [-1.4, 0.6, 0.1], [0.2, -1.0, -0.4], [-0.3, 0.1, -0.1], [-0.1, 0.9, 0.5], [0.2, 0.1, 0.1], [-0.3, 0.3, -0.4], [-0.1, 0.1, 0.5], [-0.3, -0.4, -0.2], [0.0, 0.0, -0.2], [0.0, 0.2, 0.2], [-0.2, -0.2, 0.1], [-0.1, 0.3, 0.1], [-0.2, -0.1, 0.0], [0.1, -0.1, -0.3], [0.2, 0.2, 0.5], [0.2, -0.2, -0.3], [0.5, -0.4, -0.1], [0.0, -0.1, 0.2], [0.1, 0.1, -0.1], [0.0, -0.2, -0.2], [0.2, 0.3, -0.1], [-0.2, -0.1, -0.1], [0.1, 0.1, 0.2], [0.2, 0.0, 0.2], [-0.1, -0.3, 0.5], [-0.1, 0.0, 0.0], [0.2, 0.0, 0.1], [-0.1, 0.0, -0.1], [0.0, 0.2, -0.2], [0.0, 0.2, -0.2], [0.0, -0.1, -0.2], [-0.2, 0.1, 0.1], [-0.3, -0.7, 0.2], [-0.1, 0.3, 0.0], [0.8, 0.2, 0.1], [-0.5, 0.4, 0.0], [-0.1, -0.6, -0.3]], "lowdin_charge": [0.462, 0.120, 0.924, -0.491, -0.517, -0.525, -0.133, 0.113, -0.106, 0.075, 0.088, 0.056, 0.027, 0.084, 0.073, 0.109, -0.132, -0.114, 0.057, 0.086, 0.081, 0.046, 0.080, 0.084, -0.109, 0.091, -0.090, 0.064, 0.092, 0.066, 0.081, 0.092, 0.063, -0.029, -0.023, 1.041, -0.579, -0.575, -0.579, -0.138, 0.109, -0.132, 0.068, 0.069, 0.067, 0.018, 0.069, 0.054, 0.092, -0.146, -0.145, 0.067, 0.066, 0.068, 0.027, 0.068, 0.074, -0.116, 0.088, -0.104, 0.054, 0.081, 0.074, 0.068, 0.083, 0.059, -0.171, -1.097, 0.124, 0.152, 0.197]}